No. 1
Below is a 2-piece molecular cluster, C2H5N4O overall in a non-equilibrium geometry, with properties calculated with ωB97M-V/def2-TZVPD.

Last column: Löwdin charge in e.
Cartesian coordinates (Å):
C  0.7252  -1.4759  0.8114  -0.0723
C  0.9612  0.6664  0.5035  -0.3403
N  -0.3555  -1.0275  0.2313  0.0242
N  -0.2358  0.2243  0.0336  0.0991
N  1.6301  -0.4487  0.9151  0.2067
N  -2.2645  0.6007  -1.1176  0.3522
O  1.4990  1.8598  0.6878  0.1841
H  0.8218  -2.4473  1.1150  0.1141
H  2.5953  -0.2995  1.1928  0.1941
H  -2.1290  0.3334  -2.1115  0.0688
H  -2.5006  -0.3108  -0.7736  0.0238
H  1.3026  2.3569  -0.1087  0.1457

Values from the calculation:
* LUMO energy (alpha / beta): -0.3018 / -0.3017 Eh
* total charge: +1
* gap between HOMO and LUMO (alpha / beta): 6.377 / 6.379 eV
* E_tot: -10150.751 eV
* HOMO energy (alpha / beta): -14.6 / -14.6 eV
* energy above the lowest of the compared OMol25 structures with the same formula, charge and spin: 529.2 kJ/mol


No. 2
Below is an isolated ion of composition C2H5N4O and charge +1 in a non-equilibrium geometry, with properties calculated with ωB97M-V/def2-TZVPD.

Last column: Löwdin charge in e.
Cartesian coordinates (Å):
C  -1.2688  0.0217  -0.6116  0.1485
C  1.1151  0.3595  0.1507  -0.4879
N  0.8215  -1.9650  0.4459  0.2541
N  0.6090  -0.9602  -0.3112  -0.0017
N  0.2166  1.1492  0.6399  0.1215
N  -1.0483  1.0815  0.1109  0.0519
O  2.2759  0.5570  0.0539  0.2220
H  -2.1665  -0.3429  -0.9430  0.0695
H  0.5226  -2.8157  0.0414  0.0929
H  0.0635  -0.9111  -1.1729  0.1214
H  0.4697  1.9178  1.2735  0.2130
H  -1.6103  1.9082  0.3226  0.1948

Values from the calculation:
* LUMO energy: -0.2055 Eh
* total charge: +1
* gap between HOMO and LUMO: 8.577 eV
* E_tot: -10149.447 eV
* HOMO energy: -14.2 eV
* energy above the lowest of the compared OMol25 structures with the same formula, charge and spin: 655.0 kJ/mol


No. 3
Below is an isolated molecule of C2H5N5 in a non-equilibrium geometry, with properties calculated with ωB97M-V/def2-TZVPD.

Last column: Löwdin charge in e.
Cartesian coordinates (Å):
C  -1.0924  -1.2071  0.0828  -0.0365
C  0.2654  -0.6376  -0.2439  -0.3174
H  -1.8588  -0.9755  -0.7120  0.0860
H  -1.5010  -0.7227  1.0507  0.1096
H  -0.7720  -2.2616  0.1068  0.0765
H  -0.6305  2.0150  0.7384  0.0929
H  -0.2248  2.3414  -0.8890  0.1856
N  1.5178  -1.2481  -0.1611  0.0242
N  2.4041  -0.3088  0.0325  -0.0918
N  1.8982  0.8698  0.0753  0.0442
N  0.5178  0.6405  0.0619  -0.2287
N  -0.5239  1.4947  -0.1424  0.0552

Values from the calculation:
* LUMO energy: 0.0115 Eh
* gap between HOMO and LUMO: 10.286 eV
* E_tot: -9602.240 eV
* SMILES: Cc1nnnn1N
* HOMO energy: -10.0 eV
* energy above the lowest of the compared OMol25 structures with the same formula, charge and spin: 364.8 kJ/mol


No. 4
Below is C2H5N5O as an isolated structure in a non-equilibrium geometry, with properties calculated with ωB97M-V/def2-TZVPD.

Last column: Löwdin charge in e.
Cartesian coordinates (Å):
C  0.2013  -0.0137  -0.4547  -0.5597
C  -1.0102  1.5365  0.0010  -0.1973
H  2.1836  1.0864  0.3928  0.1147
H  3.2353  -0.3134  -0.0792  0.1272
H  -1.2276  2.4978  0.7474  0.1939
H  -2.1257  -2.2536  -0.1372  0.2135
H  -0.6476  -1.9088  0.8198  0.0408
N  2.1859  0.1311  -0.1709  -0.1475
N  1.1751  -0.8417  -0.3420  0.0699
N  0.2412  1.3544  -0.0143  0.1480
N  -0.9441  -0.4804  -0.6349  -0.1093
N  -1.3413  -1.4105  0.3455  0.0704
O  -1.9261  0.6158  -0.4734  0.0352

Values from the calculation:
* LUMO energy: 0.0240 Eh
* gap between HOMO and LUMO: 8.215 eV
* E_tot: -11645.168 eV
* HOMO energy: -7.6 eV
* energy above the lowest of the compared OMol25 structures with the same formula, charge and spin: 711.7 kJ/mol


No. 5
Below is C2H5N5O as an isolated structure in a non-equilibrium geometry, with properties calculated with ωB97M-V/def2-TZVPD.

Last column: Löwdin charge in e.
Cartesian coordinates (Å):
C  -1.1925  1.9297  -1.4487  -0.1623
C  -0.1351  -0.8974  0.9168  -0.4657
H  -1.4498  3.0796  -1.2355  0.1175
H  -2.1985  1.4099  -1.6941  0.0973
H  -0.3389  1.8412  -2.3198  0.1016
H  -0.3489  1.9739  0.5033  0.1652
H  1.6619  0.7964  -1.5179  0.3071
N  -0.9748  1.3353  -0.1521  -0.0843
N  -0.1747  0.1555  -0.1477  -0.1117
N  1.0417  0.1608  -0.5827  -0.1071
N  1.6899  -0.9079  -0.2896  -0.0518
N  1.0557  -1.7021  0.5762  0.0875
O  -0.9781  -1.0732  1.7033  0.1068

Values from the calculation:
* LUMO energy: -0.0124 Eh
* gap between HOMO and LUMO: 8.710 eV
* E_tot: -11647.193 eV
* HOMO energy: -9.0 eV
* energy above the lowest of the compared OMol25 structures with the same formula, charge and spin: 516.4 kJ/mol


No. 6
Below is an isolated molecule of C2H5N5O in a non-equilibrium geometry, with properties calculated with ωB97M-V/def2-TZVPD.

Last column: Löwdin charge in e.
Cartesian coordinates (Å):
C  1.2221  1.1068  0.3367  -0.0625
C  0.4318  -0.1746  0.0597  -0.3976
H  -1.7700  -0.9668  -1.0777  0.1132
H  -1.8737  -1.4594  0.3559  0.0822
H  -1.7875  2.0717  0.8962  0.2094
H  2.4000  1.2679  0.3420  0.1469
H  1.9882  -2.4669  -0.9319  0.1407
N  -2.0262  -0.5009  -0.0912  0.0392
N  -0.8069  0.1181  0.5822  -0.1415
N  -0.8947  1.5435  0.3352  -0.0867
N  0.3972  2.1156  0.5850  0.0416
N  0.6503  -1.2248  -0.5547  0.0247
O  2.0694  -1.4301  -0.8375  -0.1095

Values from the calculation:
* LUMO energy: 0.0170 Eh
* gap between HOMO and LUMO: 9.080 eV
* E_tot: -11646.851 eV
* SMILES: Nn1[nH]nc/c1=N\O
* HOMO energy: -8.6 eV
* energy above the lowest of the compared OMol25 structures with the same formula, charge and spin: 549.4 kJ/mol


No. 7
Below is an isolated molecule of C2H5N5O in a non-equilibrium geometry, with properties calculated with ωB97M-V/def2-TZVPD.

Last column: Löwdin charge in e.
Cartesian coordinates (Å):
C  -0.5792  0.6442  -0.1059  -0.3850
C  -0.0282  -0.6644  -0.2077  -0.3037
H  -0.4242  2.6138  0.2129  0.1114
H  1.0467  1.7646  0.0369  0.0738
H  -2.8978  -1.1389  0.5064  0.1456
H  1.4241  -1.9965  -0.0319  0.1258
H  2.8326  0.0270  -0.2296  0.0905
N  0.0754  1.8325  -0.2504  0.1093
N  -1.8649  0.5373  0.0890  0.1021
N  -2.0730  -0.7856  0.0413  -0.1034
N  -0.9903  -1.5341  -0.0788  0.1055
N  1.3053  -1.0497  -0.3864  -0.0114
O  2.1735  -0.2502  0.4043  -0.0605

Values from the calculation:
* LUMO energy: 0.0310 Eh
* gap between HOMO and LUMO: 9.068 eV
* E_tot: -11650.745 eV
* SMILES: Nc1n[nH]nc1NO
* HOMO energy: -8.2 eV
* energy above the lowest of the compared OMol25 structures with the same formula, charge and spin: 173.7 kJ/mol


No. 8
Below is C2H5N5O as an isolated structure in a non-equilibrium geometry, with properties calculated with ωB97M-V/def2-TZVPD.

Last column: Löwdin charge in e.
Cartesian coordinates (Å):
C  -1.9203  -0.2612  -1.2685  -0.1202
C  0.8136  -0.2351  0.8886  -0.5163
H  -1.6215  -1.4041  -1.2864  0.0946
H  -2.0421  0.4502  -2.4556  0.1558
H  -2.9630  0.0038  -0.7673  0.0776
H  2.0703  0.3849  -0.8350  0.0656
H  1.7724  -1.0603  -1.6417  0.1224
N  -0.7961  0.5370  -0.6231  -0.1304
N  -1.3228  0.7066  0.7489  0.0517
N  -0.4014  0.3377  1.5567  0.0910
N  0.3180  -0.4414  -0.4066  -0.1236
N  1.3625  -0.1442  -1.3016  0.0603
O  1.9128  -0.2958  1.1807  0.1715

Values from the calculation:
* LUMO energy: -0.0154 Eh
* gap between HOMO and LUMO: 9.571 eV
* E_tot: -11647.599 eV
* HOMO energy: -10.0 eV
* energy above the lowest of the compared OMol25 structures with the same formula, charge and spin: 477.1 kJ/mol


No. 9
Below is an isolated molecule of C2H5N5O in a non-equilibrium geometry, with properties calculated with ωB97M-V/def2-TZVPD.

Last column: Löwdin charge in e.
Cartesian coordinates (Å):
C  0.2120  0.2167  0.7682  -0.3510
C  0.2215  0.1343  -0.6381  -0.3357
H  -0.2912  -0.3647  2.6495  0.0894
H  -1.2788  -1.0166  1.3850  0.0905
H  1.9100  2.6264  -0.0761  0.1587
H  -0.2990  -0.6839  -2.4188  0.1457
H  -1.4643  -2.2570  -0.8308  0.1191
N  -0.3433  -0.6760  1.6812  0.0975
N  0.9300  1.2852  1.0998  0.0916
N  1.3086  1.7950  -0.0625  -0.1115
N  0.9066  1.1345  -1.1509  0.1106
N  -0.2582  -0.9068  -1.4017  -0.0307
O  -1.5540  -1.2872  -1.0049  -0.0744

Values from the calculation:
* LUMO energy: 0.0319 Eh
* gap between HOMO and LUMO: 8.954 eV
* E_tot: -11650.739 eV
* SMILES: Nc1n[nH]nc1NO
* HOMO energy: -8.1 eV
* energy above the lowest of the compared OMol25 structures with the same formula, charge and spin: 174.2 kJ/mol


No. 10
Below is an isolated molecule of C2H5N5O2 in a non-equilibrium geometry, with properties calculated with ωB97M-V/def2-TZVPD.

Last column: Löwdin charge in e.
Cartesian coordinates (Å):
C  -0.5860  -1.6474  -0.8914  -0.6642
C  -0.7296  -0.1998  0.2612  -0.3376
N  -1.1612  0.8254  -0.3286  0.0793
N  -0.4511  1.5500  -1.0687  0.0471
N  1.4696  0.5607  -0.0402  0.0664
N  0.8427  1.6908  -0.6494  -0.0630
N  -0.7722  -0.4453  1.5464  0.1752
O  0.3403  -1.5775  -1.6161  0.0945
O  -1.5004  -2.2889  -0.5682  0.1196
H  1.5378  0.6567  0.9590  0.0859
H  1.4005  2.1979  -1.2880  0.1078
H  1.1305  -0.3004  -0.4112  0.0254
H  -0.9735  0.3291  2.2289  0.1552
H  -0.5475  -1.3513  1.8663  0.1083

Values from the calculation:
* LUMO energy: -0.0115 Eh
* gap between HOMO and LUMO: 8.599 eV
* E_tot: -13696.317 eV
* HOMO energy: -8.9 eV
* energy above the lowest of the compared OMol25 structures with the same formula, charge and spin: 311.6 kJ/mol


No. 11
Below is an isolated molecule of C2H5N5O2S in a non-equilibrium geometry, with properties calculated with ωB97M-V/def2-TZVPD.

Last column: Löwdin charge in e.
Cartesian coordinates (Å):
C  -0.8840  0.4455  0.4772  -0.3617
C  -1.6165  -0.7529  0.2094  -0.1244
N  -2.0434  1.3907  0.2008  0.0528
N  -3.0602  0.7716  -0.0818  -0.0205
N  -2.8515  -0.5897  -0.1321  0.0608
N  1.7290  -1.1710  -0.6466  -0.0803
N  0.1037  0.6978  -0.5583  -0.0745
O  1.6861  0.2504  1.4471  -0.3223
O  2.5554  1.3116  -0.5643  -0.2528
S  1.6856  0.3563  -0.0208  0.5781
H  -0.3755  0.6490  1.5153  0.1778
H  -1.2449  -1.7412  0.3981  0.1119
H  2.4864  -1.3107  -1.4138  0.1331
H  1.8305  -1.8987  0.0363  0.0624
H  -0.0007  1.5913  -0.8665  0.0595

Values from the calculation:
* LUMO energy: -0.0231 Eh
* gap between HOMO and LUMO: 9.794 eV
* E_tot: -24532.128 eV
* SMILES: NS(=O)(=O)N[C@@H]1C=NN=N1
* HOMO energy: -10.4 eV
* energy above the lowest of the compared OMol25 structures with the same formula, charge and spin: 76.6 kJ/mol


No. 12
Below is an isolated molecule of C2H5N5S in a non-equilibrium geometry, with properties calculated with ωB97M-V/def2-TZVPD.

Last column: Löwdin charge in e.
Cartesian coordinates (Å):
C  -0.1875  0.7832  -0.1289  -0.4909
C  1.3999  -0.7262  -0.3995  -0.4931
H  -0.4134  2.6750  -0.5952  0.1409
H  -1.7957  2.1163  0.5704  0.2102
H  3.2086  -0.1044  -0.4885  0.0810
H  0.3538  -1.7597  1.1735  0.1369
H  -2.5810  -1.4636  0.6812  -0.1454
N  -0.7815  1.9238  0.0503  0.1232
N  1.0243  0.5679  -0.6157  0.1063
N  2.6571  -1.0079  -0.1881  0.0690
N  0.2397  -1.4731  0.1668  -0.0093
N  -0.8550  -0.4964  0.3023  -0.4845
S  -2.2693  -1.0349  -0.5286  0.7558

Values from the calculation:
* LUMO energy: 0.0118 Eh
* gap between HOMO and LUMO: 8.884 eV
* E_tot: -20438.005 eV
* SMILES: [H]/N=c1\nc(N)n(S)[nH]1
* HOMO energy: -8.6 eV
* energy above the lowest of the compared OMol25 structures with the same formula, charge and spin: 154.7 kJ/mol